Entry 1:
C3H3FeO2 as an isolated structure in a non-equilibrium geometry, computed with wB97M-V/def2-TZVPD.

The geometry in ORCA input format:
```
! RIJCOSX wB97M-V def2-TZVPD def2/J DEFGRID3
* xyz 2 6
O -0.116 0.752 -0.981
Fe 0.675 -2.496 1.305
O 0.402 -0.973 0.360
C 0.129 -0.512 -0.731
C 0.427 0.736 -2.300
C 0.859 -0.657 -2.273
H -0.126 1.309 -3.041
H 1.929 -0.873 -2.177
H 0.323 -1.366 -2.915
*
```

## Properties
HOMO-LUMO gap (spin up / spin down): 5.19 / 7.49 eV
<S²>: 8.765
energy relative to the best compared isomer or geometry (same formula, charge and spin): 226.0 kJ/mol
E_LUMO (spin up / spin down): -12.2 / -13.2 eV

---

Entry 2:
A 4-piece molecular cluster, CH9O3S overall in a non-equilibrium geometry, computed with wB97M-V/def2-TZVPD.

The geometry in ORCA input format:
```
! RIJCOSX wB97M-V def2-TZVPD def2/J DEFGRID3
* xyz -1 1
C 3.304 -0.844 1.133
S 1.509 -1.265 0.762
H 3.315 0.218 1.459
H 3.901 -0.804 0.209
H 3.488 -1.642 1.821
H -1.576 0.191 0.988
H -2.494 0.202 -0.126
O -2.379 0.563 0.672
H -1.762 -3.404 -0.963
H -0.682 -2.400 -0.439
O -1.640 -2.597 -0.461
H -1.753 3.799 -2.466
H -1.215 4.040 -1.029
O -2.015 3.943 -1.560
*
```

## Properties
HOMO-LUMO gap: 5.81 eV
energy relative to the best compared isomer or geometry (same formula, charge and spin): 162.3 kJ/mol
E_LUMO: 3.3 eV

---

Entry 3:
One molecule with the formula C4H9N3S in a non-equilibrium geometry, computed with wB97M-V/def2-TZVPD.

The geometry in ORCA input format:
```
! RIJCOSX wB97M-V def2-TZVPD def2/J DEFGRID3
* xyz 0 1
C -0.501 -1.370 -2.089
C -0.221 -1.113 -0.653
C -1.274 -0.320 0.130
C 0.793 2.827 1.294
H -0.701 -0.408 -2.617
H -1.342 -2.021 -2.228
H 0.359 -1.853 -2.497
H -2.291 -0.525 -0.274
H -1.262 -0.535 1.214
H 0.414 3.770 0.857
H 1.657 2.795 2.025
H 0.968 -0.182 1.405
H 2.105 -1.516 1.355
N 0.309 1.677 1.055
N 0.840 -1.540 -0.088
N 1.126 -1.169 1.176
S -0.980 1.484 -0.066
*
```

## Properties
HOMO-LUMO gap: 8.86 eV
energy relative to the best compared isomer or geometry (same formula, charge and spin): 213.8 kJ/mol
E_LUMO: 0.8 eV

---

Entry 4:
A 2-piece molecular cluster, C4H9NO2 overall, computed with wB97M-V/def2-TZVPD.

The geometry in ORCA input format:
```
! RIJCOSX wB97M-V def2-TZVPD def2/J DEFGRID3
* xyz 0 1
C 2.561 -0.220 0.123
C -0.015 -0.700 -0.386
O -0.240 -1.630 0.360
C -0.386 0.726 -0.047
C -1.909 0.824 -0.208
O -2.434 1.671 -0.905
N -2.577 -0.129 0.495
H 2.937 0.432 0.911
H 2.184 0.391 -0.706
H 3.315 -0.906 -0.258
H 0.422 -0.875 -1.386
H 1.770 -0.825 0.554
H -0.109 0.948 0.992
H 0.084 1.458 -0.711
H -3.555 -0.258 0.298
H -2.050 -0.908 0.872
*
```

## Properties
HOMO-LUMO gap: 10.50 eV
energy relative to the best compared isomer or geometry (same formula, charge and spin): 125.5 kJ/mol
E_LUMO: 0.5 eV

---

Entry 5:
A 2-piece molecular cluster, C4H11NO2 overall in a non-equilibrium geometry, computed with wB97M-V/def2-TZVPD.

The geometry in ORCA input format:
```
! RIJCOSX wB97M-V def2-TZVPD def2/J DEFGRID3
* xyz 0 1
C 4.930 -0.221 -0.369
C -0.883 1.486 -0.020
C -1.599 0.177 -0.241
C -3.808 -1.085 0.221
H 3.269 -0.946 0.428
H 5.906 0.134 -0.113
H 5.308 -1.216 -0.882
H 4.496 0.425 -1.184
H -1.564 2.217 0.600
H -0.563 2.026 -0.930
H 0.029 1.365 0.566
H -3.560 0.887 0.589
H -3.257 -1.841 0.936
H -4.674 -0.508 0.731
H -4.130 -1.705 -0.651
N -2.955 0.133 0.076
O 4.043 -0.420 0.810
O -0.988 -0.907 -0.567
*
```

## Properties
HOMO-LUMO gap: 10.37 eV
energy relative to the best compared isomer or geometry (same formula, charge and spin): 250.5 kJ/mol
E_LUMO: 0.7 eV

---

Entry 6:
One molecule with the formula C5H5NO2 in a non-equilibrium geometry, computed with wB97M-V/def2-TZVPD.

The geometry in ORCA input format:
```
! RIJCOSX wB97M-V def2-TZVPD def2/J DEFGRID3
* xyz 0 1
C -2.043 0.787 0.269
C -1.343 -0.530 -0.129
C 0.124 -0.527 -0.011
C 2.253 -0.964 0.113
C 2.075 0.443 -0.205
H -1.704 1.168 1.100
H -3.004 0.634 0.221
H -1.885 1.488 -0.591
H 3.086 -1.486 0.384
H 2.785 1.320 -0.617
N 0.937 -1.487 0.136
O -2.037 -1.572 -0.371
O 0.756 0.725 -0.298
*
```

## Properties
HOMO-LUMO gap: 9.46 eV
energy relative to the best compared isomer or geometry (same formula, charge and spin): 249.3 kJ/mol
E_LUMO: -0.1 eV

---

Entry 7:
A 8-piece molecular cluster, C56H100F2N9O4PSi overall in a non-equilibrium geometry, computed with wB97M-V/def2-TZVPD.

The geometry in ORCA input format:
```
! RIJCOSX wB97M-V def2-TZVPD def2/J DEFGRID3
* xyz 0 1
C 3.344 -1.893 0.959
C 2.976 -1.076 -0.279
C 1.636 -1.497 -0.903
C 0.568 -0.409 -0.863
C 1.000 0.914 -1.513
C 0.040 1.428 -2.574
C -1.402 1.620 -2.086
C -1.671 3.050 -1.618
C -3.169 3.318 -1.428
C -3.475 4.176 -0.189
C -4.886 3.968 0.374
O -4.801 3.207 1.586
C -5.174 1.852 1.456
C -4.265 0.897 2.246
O -3.070 0.878 1.521
C -2.057 -0.013 1.987
N -4.846 -0.467 2.216
C -4.890 -1.059 0.885
C -6.038 -0.684 2.964
C -7.334 -0.882 2.211
O -6.028 -0.782 4.157
C -4.030 1.388 3.713
F -5.223 1.847 4.218
F -3.669 0.319 4.472
C -2.988 2.476 3.911
C -2.538 2.573 5.384
Si -1.177 3.866 5.573
C -1.534 5.348 4.457
C -1.085 4.536 7.320
C 0.477 3.176 4.992
C 0.552 1.920 4.371
C 1.769 1.421 3.899
C 2.917 2.190 4.054
C 2.867 3.434 4.691
C 1.648 3.926 5.158
P -5.652 5.648 0.746
N -6.640 5.309 2.111
O -4.427 6.450 1.478
H 2.462 -2.170 1.531
H 3.870 -2.803 0.687
H 3.993 -1.337 1.628
H 2.995 -0.015 -0.048
H 3.760 -1.239 -1.015
H 1.761 -1.843 -1.926
H 1.260 -2.348 -0.337
H -0.308 -0.781 -1.394
H 0.261 -0.266 0.170
H 1.079 1.680 -0.741
H 2.000 0.799 -1.925
H 0.086 0.834 -3.479
H 0.390 2.417 -2.870
H -2.084 1.443 -2.915
H -1.636 0.954 -1.259
H -1.137 3.252 -0.693
H -1.302 3.748 -2.366
H -3.556 3.859 -2.288
H -3.718 2.381 -1.353
H -2.798 3.886 0.610
H -3.266 5.222 -0.394
H -5.559 3.510 -0.351
H -5.060 1.572 0.412
H -6.217 1.733 1.753
H -2.413 -0.699 2.745
H -1.206 0.561 2.342
H -1.715 -0.598 1.138
H -3.908 -1.129 0.436
H -5.553 -0.576 0.166
H -5.244 -2.077 1.010
H -8.157 -0.787 2.904
H -7.433 -0.240 1.344
H -7.344 -1.907 1.844
H -3.428 3.422 3.647
H -2.122 2.345 3.270
H -3.398 2.878 5.975
H -2.172 1.617 5.748
H -2.448 5.858 4.738
H -1.603 4.994 3.432
H -0.684 6.023 4.506
H -1.985 5.116 7.512
H -1.014 3.770 8.087
H -0.255 5.229 7.429
H -0.348 1.332 4.270
H 1.795 0.457 3.416
H 3.866 1.831 3.684
H 3.773 4.007 4.807
H 1.622 4.890 5.644
H -6.067 5.024 2.904
H -7.263 4.532 1.921
H -4.357 6.243 2.417
C 4.905 -5.862 3.335
C 6.293 -5.315 3.027
C 6.735 -4.221 4.008
C 5.824 -3.078 3.969
N 5.115 -2.179 3.929
H 4.144 -5.084 3.251
H 4.642 -6.655 2.636
H 4.860 -6.275 4.345
H 6.310 -4.916 2.011
H 7.022 -6.126 3.064
H 7.736 -3.868 3.762
H 6.757 -4.608 5.028
C 3.872 2.226 -4.540
C 4.329 1.353 -5.702
C 3.154 0.814 -6.524
C 2.275 -0.018 -5.705
N 1.587 -0.672 -5.063
H 3.272 1.655 -3.826
H 4.731 2.625 -3.998
H 3.282 3.064 -4.903
H 4.926 0.518 -5.329
H 4.973 1.937 -6.363
H 3.510 0.212 -7.361
H 2.567 1.641 -6.930
C -5.600 -7.086 -0.208
C -5.315 -6.352 1.097
C -4.247 -5.261 0.945
C -2.972 -5.825 0.505
N -1.971 -6.271 0.168
H -4.714 -7.608 -0.573
H -6.384 -7.829 -0.064
H -5.931 -6.395 -0.986
H -4.994 -7.066 1.857
H -6.231 -5.889 1.464
H -4.088 -4.753 1.897
H -4.564 -4.516 0.213
C -5.940 -2.492 6.707
C -7.184 -3.280 7.094
C -6.886 -4.758 7.376
C -6.331 -5.413 6.190
N -5.911 -5.926 5.254
H -5.498 -2.875 5.788
H -6.185 -1.448 6.532
H -5.185 -2.538 7.495
H -7.923 -3.211 6.293
H -7.637 -2.838 7.984
H -7.794 -5.289 7.662
H -6.169 -4.855 8.193
C 0.407 -8.907 -0.754
C -0.918 -9.610 -0.492
C -0.746 -11.067 -0.045
C -0.063 -11.866 -1.062
N 0.465 -12.491 -1.864
H 0.957 -9.385 -1.566
H 0.233 -7.869 -1.034
H 1.038 -8.915 0.137
H -1.531 -9.577 -1.395
H -1.463 -9.068 0.282
H -1.716 -11.525 0.150
H -0.163 -11.115 0.876
C 5.962 5.842 -8.844
C 6.492 6.335 -7.504
C 6.268 5.328 -6.369
C 4.846 5.052 -6.166
N 3.732 4.836 -6.006
H 4.882 5.691 -8.802
H 6.167 6.569 -9.626
H 6.429 4.897 -9.129
H 6.012 7.281 -7.249
H 7.559 6.533 -7.589
H 6.676 5.708 -5.432
H 6.770 4.385 -6.593
C 9.186 3.490 -10.723
C 10.159 4.393 -11.471
C 10.706 5.531 -10.602
C 9.636 6.406 -10.122
N 8.796 7.098 -9.760
H 8.303 4.043 -10.399
H 8.846 2.678 -11.365
H 9.656 3.048 -9.842
H 9.665 4.813 -12.348
H 11.001 3.800 -11.831
H 11.410 6.140 -11.169
H 11.234 5.130 -9.735
*
```

## Properties
HOMO-LUMO gap: 8.71 eV
E_LUMO: 0.4 eV

---

Entry 8:
C52H56BrCl3N4O2PTeW as an isolated structure in a non-equilibrium geometry, computed with wB97M-V/def2-TZVPD.

The geometry in ORCA input format:
```
! RIJCOSX wB97M-V def2-TZVPD def2/J DEFGRID3
* xyz 1 1
W 0.135 -0.510 0.211
N 2.094 1.495 1.896
P 2.433 0.222 0.788
C 3.900 -0.471 1.576
C 5.096 -0.595 0.878
C 6.226 -1.072 1.528
C 6.161 -1.427 2.870
C 4.966 -1.312 3.566
C 3.834 -0.836 2.920
C 2.987 1.098 -0.753
C 3.082 2.425 -0.718
C 1.088 3.225 -2.105
C 1.317 2.723 -3.537
C 1.350 1.185 -3.667
C 2.689 0.426 -2.074
C 0.808 1.808 2.229
C 0.551 2.882 3.100
C -0.736 3.167 3.460
C -1.771 2.369 2.972
C -1.459 1.338 2.135
N -0.194 1.049 1.733
H 2.816 2.023 2.362
H 5.149 -0.319 -0.168
H 7.160 -1.161 0.988
H 7.045 -1.797 3.374
H 4.915 -1.590 4.610
H 2.895 -0.761 3.457
H 3.244 2.945 0.221
H 0.623 4.205 -2.041
H 0.797 3.261 -4.325
H 0.883 0.788 -4.563
H 3.124 -0.566 -2.110
H 1.385 3.461 3.476
H -0.942 3.998 4.124
H -2.804 2.541 3.238
H -2.223 0.675 1.760
C 3.839 2.902 -5.642
C 3.827 3.525 -4.242
C 5.230 3.463 -3.633
C 3.375 4.985 -4.375
C 2.870 2.758 -3.332
C 2.683 3.280 -1.884
C 0.407 2.290 -1.168
N 0.415 1.022 -1.254
C 1.118 0.381 -2.368
C 2.892 1.204 -3.400
C 0.581 -1.022 -2.616
C 0.888 -1.705 -3.767
C 0.347 -2.973 -3.995
C -0.489 -3.487 -3.011
C -0.690 -2.783 -1.840
N -0.149 -1.586 -1.641
C 0.656 -3.713 -5.293
C 2.178 -3.810 -5.468
C 0.055 -2.911 -6.460
C 0.060 -5.119 -5.306
H 4.323 3.580 -6.348
H 2.823 2.717 -6.007
H 4.390 1.960 -5.670
H 5.960 3.930 -4.298
H 5.540 2.428 -3.468
H 5.273 3.985 -2.673
H 4.094 5.544 -4.977
H 3.297 5.492 -3.411
H 2.403 5.052 -4.872
H 3.019 4.304 -1.747
H -0.081 2.713 -0.293
H 3.601 0.751 -4.089
H 1.558 -1.258 -4.489
H -0.965 -4.450 -3.117
H -1.265 -3.189 -1.023
H 2.640 -2.828 -5.581
H 2.405 -4.385 -6.367
H 2.642 -4.312 -4.616
H 0.414 -1.880 -6.469
H -1.035 -2.892 -6.401
H 0.338 -3.374 -7.409
H 0.403 -5.713 -4.456
H 0.370 -5.633 -6.217
H -1.032 -5.095 -5.297
Br -8.055 -2.979 -1.621
C -6.390 -2.106 -1.448
C -5.849 -1.453 -2.546
C -4.621 -0.822 -2.418
C -3.941 -0.851 -1.206
C -4.507 -1.499 -0.114
C -5.736 -2.132 -0.229
C -2.586 -0.218 -1.116
O -2.125 0.365 -2.071
O -1.941 -0.453 0.035
H -6.383 -1.441 -3.486
H -4.172 -0.307 -3.256
H -3.986 -1.502 0.834
H -6.180 -2.639 0.618
C -5.514 -2.765 5.282
C -4.264 -2.589 4.459
C -3.206 -1.817 4.914
C -2.011 -1.710 4.203
C -0.885 -0.890 4.787
C -1.891 -2.388 2.985
Te -0.027 -2.455 1.995
C -2.954 -3.157 2.488
C -2.862 -3.907 1.183
C -4.125 -3.238 3.235
H -5.526 -2.087 6.135
H -5.578 -3.785 5.665
H -6.411 -2.584 4.688
H -3.298 -1.299 5.864
H -1.150 -0.519 5.777
H -0.646 -0.034 4.160
H 0.027 -1.484 4.882
H -2.593 -3.231 0.374
H -3.817 -4.370 0.933
H -2.103 -4.693 1.225
H -4.945 -3.844 2.859
Cl -2.019 5.464 -1.425
C -3.419 4.455 -1.008
Cl -2.929 2.918 -0.288
H -3.970 4.241 -1.914
H -4.021 4.992 -0.289
Cl 2.198 -2.097 -0.288
*
```

## Properties
HOMO-LUMO gap (spin up / spin down): 6.01 / 6.02 eV
energy relative to the best compared isomer or geometry (same formula, charge and spin): 0.0 kJ/mol
E_LUMO (spin up / spin down): -3.6 / -3.6 eV

---

Entry 9:
A 2-piece molecular cluster, C4H9NO2 overall in a non-equilibrium geometry, computed with wB97M-V/def2-TZVPD.

The geometry in ORCA input format:
```
! RIJCOSX wB97M-V def2-TZVPD def2/J DEFGRID3
* xyz 0 1
C -1.050 1.335 -0.470
C -0.345 0.360 0.468
C -0.967 -1.040 0.418
O -0.430 -1.910 1.375
N 1.036 0.506 -0.020
C 1.976 -0.235 -0.617
O 1.805 -1.442 -0.658
H -0.685 2.390 -0.390
H -2.113 1.347 -0.215
H -0.836 0.615 -1.706
H -0.281 0.687 1.522
H -2.027 -0.914 0.676
H -0.935 -1.454 -0.602
H 0.527 -1.954 1.215
H 1.403 1.439 -0.025
H 2.921 0.270 -0.973
*
```

## Properties
HOMO-LUMO gap: 10.45 eV
energy relative to the best compared isomer or geometry (same formula, charge and spin): 269.8 kJ/mol
E_LUMO: 0.7 eV

---

Entry 10:
C3H5DyO3 as an isolated structure in a non-equilibrium geometry, computed with wB97M-V/def2-TZVPD.

The geometry in ORCA input format:
```
! RIJCOSX wB97M-V def2-TZVPD def2/J DEFGRID3
* xyz 3 7
H -0.550 -1.412 1.667
C 0.122 -0.551 1.753
C 0.703 0.083 0.476
O -0.272 0.856 -0.250
C -0.675 0.441 -1.406
O -1.366 1.352 -1.984
H -0.549 0.192 2.196
H 1.163 -0.137 2.197
H -1.230 1.360 -2.943
Dy 0.227 -1.746 -2.336
O 0.891 -1.223 -0.075
H 1.535 0.788 0.704
*
```

## Properties
HOMO-LUMO gap (spin up / spin down): 8.86 / 6.15 eV
<S²>: 12.632
energy relative to the best compared isomer or geometry (same formula, charge and spin): 517.7 kJ/mol
E_LUMO (spin up / spin down): -15.5 / -18.1 eV

---

Entry 11:
C31H20N7O5Ti as an isolated structure in a non-equilibrium geometry, computed with wB97M-V/def2-TZVPD.

The geometry in ORCA input format:
```
! RIJCOSX wB97M-V def2-TZVPD def2/J DEFGRID3
* xyz 1 1
Ti -0.256 -0.441 -0.672
O -4.288 4.116 -0.833
C -3.360 3.156 -0.797
C -1.995 3.425 -0.647
C -1.136 2.357 -0.627
N -1.587 1.114 -0.736
C -2.886 0.840 -0.855
C -3.823 1.834 -0.891
C -3.093 -0.660 -0.882
O -4.123 -1.190 -1.162
O -1.936 -1.262 -0.583
C 0.363 2.367 -0.394
O 0.986 3.374 -0.219
O 0.823 1.124 -0.365
H -3.891 4.996 -0.768
H -1.608 4.432 -0.543
H -4.878 1.617 -0.987
C -0.108 -4.026 -3.367
C -0.589 -2.965 -2.613
N 0.160 -2.422 -1.665
C 1.366 -2.947 -1.439
C 1.849 -3.975 -2.227
N 1.116 -4.511 -3.197
C 2.049 -2.389 -0.254
C 3.257 -2.833 0.233
C 3.739 -2.319 1.433
C 2.953 -1.392 2.113
C 1.759 -0.978 1.563
N 1.331 -1.449 0.381
C 0.808 -0.081 2.263
C 1.130 0.668 3.381
N 0.222 1.402 4.017
C -1.012 1.387 3.533
C -1.334 0.674 2.385
N -0.425 -0.050 1.750
C 5.031 -2.776 1.994
C 5.427 -4.103 1.886
C 6.643 -4.482 2.434
N 7.464 -3.635 3.053
C 7.079 -2.364 3.148
C 5.878 -1.889 2.644
H -0.721 -4.479 -4.136
H -1.568 -2.539 -2.779
H 2.841 -4.382 -2.080
H 3.830 -3.570 -0.312
H 3.258 -1.035 3.086
H 2.139 0.692 3.775
H -1.762 1.963 4.060
H -2.336 0.688 1.972
H 4.792 -4.844 1.416
H 6.972 -5.513 2.373
H 7.765 -1.690 3.649
H 5.633 -0.838 2.732
C 0.778 0.464 -5.359
C 1.771 0.234 -4.414
C 1.429 0.012 -3.087
C 0.094 -0.001 -2.676
C -0.886 0.249 -3.635
C -0.551 0.477 -4.967
H 1.043 0.644 -6.394
H 2.813 0.243 -4.707
H 2.230 -0.133 -2.366
H -1.938 0.262 -3.365
H -1.331 0.669 -5.693
*
```

## Properties
HOMO-LUMO gap: 7.13 eV
energy relative to the best compared isomer or geometry (same formula, charge and spin): 0.0 kJ/mol
E_LUMO: -4.5 eV

---

Entry 12:
An isolated ion of composition CH2NO3S and charge -1 in a non-equilibrium geometry, computed with wB97M-V/def2-TZVPD.

The geometry in ORCA input format:
```
! RIJCOSX wB97M-V def2-TZVPD def2/J DEFGRID3
* xyz -1 1
C -1.364 0.064 0.115
N 0.155 0.830 -0.574
O 2.647 0.308 -0.261
O 1.115 -1.638 -0.037
O -0.835 1.329 0.357
S 1.471 -0.225 0.393
H -2.189 0.072 -0.699
H -1.000 -0.739 0.706
*
```

## Properties
HOMO-LUMO gap: 7.52 eV
energy relative to the best compared isomer or geometry (same formula, charge and spin): 471.7 kJ/mol
E_LUMO: 4.1 eV